(1)
Computed, not measured: a molecular structure, C28H42AlBN6OS4 in a non-equilibrium geometry, with wB97M-V/def2-TZVPD.

The net charge is +2. The value obtained for the electronic energy is -3355.7794 hartree. The HOMO energy comes out at -13.662 eV. The HOMO-LUMO gap is 8.548 eV.

Each line ends with the Löwdin charge.
Atoms and positions in Å:
S: 1.8394 -0.7899 1.5200  0.867
S: -1.9854 -0.6418 1.4662  0.873
S: -0.2648 -2.8699 -1.9361  1.167
S: 0.1284 1.7822 -0.3152  0.851
Al: -0.0465 -0.4215 0.2761  -0.333
O: -0.1772 -1.7208 -0.8468  -0.503
N: 1.1027 2.1628 2.2309  0.041
N: 2.3872 3.0129 0.6619  0.017
N: -1.4011 1.8290 2.4413  0.037
N: -3.3285 1.7760 1.3884  0.021
N: 0.8346 -1.9950 3.7807  0.022
N: 0.1958 0.0922 3.4981  0.029
C: 0.9373 -0.9085 2.9955  -0.598
C: 2.5910 -2.4577 -4.7338  -0.039
C: -3.1299 3.0521 1.8443  -0.013
C: -0.4009 -0.3868 4.6328  -0.021
C: 0.0075 -4.3691 -0.9532  -0.176
C: -4.5456 1.4732 0.6025  -0.540
C: -0.0176 -1.6705 4.8030  -0.011
C: 2.9328 3.4506 -0.6427  -0.537
C: -4.4995 2.3684 -0.6396  -0.010
C: -5.7529 1.7814 1.4902  -0.009
C: -2.2599 1.0508 1.7616  -0.591
C: 2.1320 -3.6301 5.0271  -0.011
C: 2.4466 -3.5157 2.5789  -0.084
C: 2.9558 3.3044 1.8708  0.000
C: 2.0214 4.5611 -1.1675  -0.015
C: 1.3733 -2.6792 -4.1085  -0.063
C: 2.1695 2.7702 2.8328  -0.013
C: 1.4248 -3.3500 3.6991  -0.533
C: -1.9465 3.0837 2.4940  -0.011
C: 3.7398 -2.2819 -3.9764  -0.035
C: 2.4804 -2.5559 -1.9560  -0.076
C: 3.0070 2.2540 -1.5988  -0.044
C: 1.2580 2.3200 0.9049  -0.590
C: -4.6261 0.0232 0.1484  -0.081
C: 4.3395 4.0123 -0.4349  -0.035
C: 1.3359 -2.7198 -2.7210  -0.392
C: 3.6896 -2.3427 -2.5915  -0.041
C: 0.2737 -4.3370 3.4746  -0.007
B: -0.0281 1.5791 3.1080  -0.556
H: 4.3217 4.9222 0.1597  0.091
H: -0.3880 -3.9905 2.6828  0.085
H: -4.6358 -0.6617 0.9907  0.066
H: 4.5852 -2.2151 -2.0025  0.120
H: 3.6511 2.5000 -2.4379  0.095
H: 1.0099 4.2001 -1.3330  0.058
H: -3.5709 2.2000 -1.1822  0.092
H: 2.2887 2.7798 3.8959  0.137
H: -0.2997 -2.3635 5.5668  0.134
H: 2.9712 -2.9520 5.1651  0.102
H: -1.4501 3.8957 2.9839  0.139
H: -5.7975 2.8249 1.7869  0.083
H: 2.5086 -4.6492 5.0175  0.102
H: -4.5690 3.4242 -0.3965  0.085
H: 4.9981 3.2820 0.0307  0.099
H: -0.0295 -5.2061 -1.6480  0.081
H: -5.7260 1.1687 2.3885  0.099
H: -5.3295 2.1189 -1.2934  0.100
H: -0.0240 2.1859 4.1223  0.134
H: 2.0311 1.9991 -2.0004  0.033
H: 2.4116 4.9407 -2.1061  0.101
H: 1.9869 5.3824 -0.4543  0.098
H: 4.6797 -2.0816 -4.4676  0.121
H: -0.3125 -4.4810 4.3767  0.090
H: 1.4647 -3.5251 5.8764  0.081
H: -3.8307 3.8420 1.6735  0.134
H: 3.2395 -2.7772 2.6500  0.071
H: -0.8085 -4.4638 -0.2417  0.068
H: -1.0401 0.2262 5.2313  0.140
H: 2.4316 -2.5659 -0.8759  0.087
H: -3.8082 -0.2262 -0.5221  0.064
H: 4.7556 4.2714 -1.4036  0.100
H: 1.9831 -3.4573 1.5975  0.037
H: -5.5549 -0.1035 -0.3993  0.100
H: 0.9715 -4.3553 -0.4522  0.056
H: 0.4717 -2.8148 -4.6867  0.118
H: 2.6432 -2.4136 -5.8097  0.122
H: 2.9023 -4.4977 2.6764  0.101
H: 0.6852 -5.2994 3.1879  0.097
H: 3.8548 3.8725 1.9826  0.128
H: 3.4196 1.3816 -1.0925  0.092
H: -6.6626 1.5488 0.9453  0.100

(2)
Computed, not measured: a molecular structure, C28H42AsCaF9O20 in a non-equilibrium geometry, with wB97M-V/def2-TZVPD.

The net charge is 0. The value obtained for the electronic energy is -6409.4502 hartree. The HOMO energy comes out at -8.609 eV. The HOMO-LUMO gap is 7.411 eV.

Each line ends with the Löwdin charge.
Atoms and positions in Å:
As: 0.8916 0.1828 0.9031  0.721
Ca: 1.2131 -2.2556 3.9483  1.638
F: -3.0705 -0.0166 2.6491  0.104
F: 1.0665 1.4398 -0.2680  -0.231
F: 0.7921 -1.0598 2.1531  -0.360
F: -2.2087 -1.9902 2.9676  0.122
F: -3.6533 -1.1460 4.3566  0.150
F: -0.8128 0.1193 0.7466  -0.208
F: 1.0360 -1.0077 -0.3197  -0.215
F: 0.7317 1.3984 2.1086  -0.217
F: 2.6163 0.2240 1.0481  -0.226
O: -0.6521 -4.5495 0.8713  0.108
O: -1.5133 3.0426 -6.4540  0.073
O: 2.9008 1.5803 -3.4619  0.065
O: -1.5837 5.1551 2.2018  0.068
O: 3.2164 -2.0448 2.6820  -0.002
O: -2.6898 1.2096 -6.9926  0.183
O: 5.3370 -2.0723 2.0141  0.119
O: -1.1927 -2.5259 -3.6177  0.075
O: -0.5347 -1.0374 4.8412  -0.307
O: 3.7585 -2.7214 0.6281  0.108
O: -3.2259 3.6746 2.3105  0.046
O: -1.9892 1.5436 -4.8721  0.086
O: -0.0919 -3.6229 2.8059  -0.043
O: -2.8465 -1.0532 -3.4639  0.074
O: -2.0107 0.5544 5.4408  -0.091
O: -1.7129 -5.1659 2.6934  0.130
O: -2.4844 -2.0686 -5.4200  0.177
O: 2.3863 1.8269 -5.6380  0.174
O: 4.4629 2.2562 -4.8845  0.058
O: -3.1394 5.3292 3.8281  0.158
C: 3.1570 1.8847 -4.7425  -0.567
C: -2.5413 -5.6994 1.6451  -0.274
C: 4.2711 1.0985 -1.5384  -0.019
C: 6.0616 -2.4178 0.8214  -0.275
C: -2.5869 -0.8669 3.5970  -0.533
C: -3.3718 2.4074 6.1079  -0.059
C: -2.2825 -1.0622 -2.1290  -0.286
C: 3.9297 2.1046 -2.5895  -0.296
C: -3.4730 -1.1845 -1.2045  -0.010
C: -0.9467 3.5771 -5.2935  -0.118
C: -2.1317 1.8485 -6.1711  -0.546
C: -0.4431 2.2517 -3.1243  -0.023
C: 4.9261 -2.8938 -0.1369  -0.061
C: -1.4311 2.6645 -4.1530  -0.298
C: -2.2945 1.9225 5.1523  -0.254
C: -2.3954 3.2405 1.2183  -0.069
C: -1.7500 -5.3464 0.3740  -0.043
C: -1.2807 -2.2006 -2.2636  -0.114
C: -2.1784 -1.8592 -4.2960  -0.557
C: -1.4256 -0.1792 4.3567  -0.484
C: -0.7927 -4.3765 2.1738  -0.559
C: 7.0888 -3.4730 1.1844  -0.017
C: -1.5699 4.4881 0.9055  -0.290
C: 4.0469 -2.3143 1.8529  -0.563
C: -3.9036 -5.0281 1.7019  -0.011
C: -0.1346 4.2337 0.5411  -0.023
C: -2.6925 4.7693 2.8823  -0.580
C: 5.0425 2.4819 -3.6011  -0.087
H: 0.1493 3.6152 -5.3191  0.123
H: 6.6212 -4.1986 1.8480  0.096
H: -4.0793 -0.2824 -1.1637  0.088
H: -1.7354 2.4653 1.6127  0.114
H: 0.3486 1.6141 -3.5244  0.088
H: -1.3755 2.5157 5.1894  0.128
H: 7.4706 -3.9688 0.2902  0.092
H: 5.3065 3.5371 -3.5668  0.130
H: -0.9844 0.5836 3.6932  0.127
H: -2.7461 1.9846 4.1578  0.096
H: 3.5125 3.0492 -2.2329  0.156
H: -2.3060 3.1375 -3.6915  0.152
H: -3.9022 3.2591 5.6738  0.067
H: -2.1056 5.1921 0.2649  0.156
H: 0.4512 3.7867 1.3384  0.082
H: -4.2976 -5.0698 2.7169  0.097
H: -2.7122 -6.7675 1.7545  0.154
H: 4.5957 0.1829 -2.0339  0.090
H: 6.5325 -1.5444 0.3719  0.153
H: -1.3636 -6.2013 -0.1723  0.139
H: -4.1065 1.6158 6.2488  0.079
H: -4.6063 -5.5720 1.0681  0.096
H: -3.1760 -1.4040 -0.1744  0.073
H: -4.0974 -1.9949 -1.5866  0.092
H: 5.1491 -3.9096 -0.4584  0.135
H: -3.8623 -3.9872 1.3787  0.088
H: 4.8552 -2.2379 -0.9990  0.129
H: 0.3481 5.1689 0.2517  0.089
H: 7.9454 -3.0147 1.6751  0.089
H: -2.3181 -4.6924 -0.2848  0.118
H: 0.0527 3.0793 -2.6039  0.085
H: -0.3562 -1.8663 -1.7985  0.109
H: -3.0464 2.9096 0.4174  0.137
H: -1.2209 4.6059 -5.0446  0.131
H: -0.8626 1.7326 -2.2564  0.063
H: 3.4207 0.9824 -0.8746  0.049
H: -1.5841 -3.0964 -1.7071  0.115
H: -1.7376 -0.1394 -1.9281  0.119
H: -3.0015 2.7450 7.0770  0.072
H: 5.9375 1.8762 -3.4464  0.127
H: -0.0983 3.5576 -0.3146  0.056
H: 5.0910 1.4817 -0.9237  0.098

> The lowest HOMO belongs to which entry?

C28H42AlBN6OS4